No. 1
36
Properties=species:S:1:pos:R:3 method="wB97M-V/def2-TZVPD" total_energy_ha=-1261.5999 max_force_ha_per_bohr=0.0813 s_squared=2.0040 orbital_gap_ev="5.88 / 5.77" charge=-3 multiplicity=3
Pt -0.1694 0.1845 0.1974
C 4.0227 0.1215 0.8746
C 2.9505 -0.5862 1.7188
O 1.7622 -0.2720 1.4111
O 3.1625 -1.4108 2.6408
H 3.5348 0.3610 -0.0752
H 4.8003 -0.4717 0.3671
H 4.5508 0.8936 1.4325
C -2.2761 2.7404 -3.1313
C -1.6753 1.3451 -2.7153
O -1.0956 1.3392 -1.5919
O -1.8865 0.3768 -3.4485
H -1.6530 3.3129 -3.8181
H -2.5857 3.1880 -2.1860
H -3.2067 2.5618 -3.6808
C 2.8417 -1.6091 -2.9006
C 1.3797 -1.6460 -2.4380
O 0.6033 -2.3468 -3.1217
O 1.0553 -0.8701 -1.5019
H 3.4136 -2.5022 -2.6461
H 3.3110 -0.6865 -2.5531
H 2.7960 -1.5458 -3.9915
C -1.6044 2.6538 3.7678
C -0.8647 1.4641 3.2028
O -0.7113 1.3821 1.9500
O -0.6223 0.4872 3.9555
H -1.3598 3.5563 3.1963
H -1.2292 2.8792 4.7699
H -2.6897 2.5745 3.8127
C -2.8165 -2.8910 1.1234
C -1.6730 -2.0609 0.6028
O -1.7134 -1.4614 -0.5103
O -0.7019 -1.8400 1.3593
H -2.7087 -3.4968 2.0266
H -3.3515 -3.5187 0.4050
H -3.5899 -2.2060 1.4958

No. 2
31
Properties=species:S:1:pos:R:3 method="wB97M-V/def2-TZVPD" total_energy_ha=-1753.5838 max_force_ha_per_bohr=0.0187 orbital_gap_ev=8.99
C 1.6307 -3.5717 -2.2450
O 2.1516 -3.2712 -0.9535
P 1.3242 -2.4084 0.1018
S 2.2798 -2.1745 1.7690
O -0.1198 -3.1274 0.2119
C -0.3932 -4.0560 1.2540
O 0.9282 -1.1562 -0.8186
C 0.2545 -0.0218 -0.3992
C -0.3092 0.0955 0.8596
C -0.9295 1.2832 1.2030
C -1.0036 2.3398 0.3108
S -1.7974 3.8544 0.7968
C -0.9847 4.1904 2.3912
C -0.4606 2.2182 -0.9735
C -0.5587 3.3374 -1.9572
C 0.1582 1.0245 -1.3137
H 1.7324 -2.7122 -2.9047
H 2.2310 -4.3936 -2.6322
H 0.5772 -3.8498 -2.1968
H -1.4480 -3.9573 1.5049
H -0.1786 -5.0789 0.9273
H 0.2158 -3.8183 2.1281
H -0.2475 -0.7118 1.5713
H -1.3684 1.3711 2.1835
H -1.3063 3.4778 3.1460
H -1.3056 5.1896 2.6668
H 0.0899 4.1471 2.2544
H 0.1173 3.1701 -2.7908
H -0.3184 4.2799 -1.4736
H -1.5755 3.4262 -2.3352
H 0.6143 0.9039 -2.2864

No. 3
30
Properties=species:S:1:pos:R:3 method="wB97M-V/def2-TZVPD" total_energy_ha=-1089.1353 max_force_ha_per_bohr=0.0903 orbital_gap_ev="7.26 / 7.28" charge=-1
C -0.0870 -0.8719 -1.4048
C 1.3994 -0.5270 -1.2237
C 1.0981 1.5195 0.0469
C 1.4297 0.0204 0.2603
C -0.3191 1.7031 -0.5596
C -0.7732 -0.7335 -0.2101
C 0.2205 -0.7212 0.9609
C -2.1840 -1.0621 0.1122
C -0.3086 -0.2007 2.3591
C 0.5127 -2.3251 1.1348
O 0.9615 2.3669 -2.8188
O -0.6072 -1.2923 -2.4626
O -1.4390 2.4810 -2.9043
O -0.2389 3.7798 -1.2358
S -0.2705 2.5942 -2.1048
H 2.0723 -1.3259 -1.3162
H 1.6866 0.2284 -1.9501
H 1.1217 2.0705 1.0619
H 1.8151 1.9546 -0.6815
H 2.4565 -0.2303 0.7843
H -1.1087 2.1685 -0.0663
H -2.6498 -1.5076 -0.8085
H -2.8583 -0.1883 0.4891
H -2.1783 -1.7758 0.9639
H -1.0280 -0.7435 2.9607
H -0.7874 0.7152 2.1225
H 0.5362 -0.1530 2.9636
H 1.2637 -2.6364 1.9225
H 0.7448 -2.6874 0.1348
H -0.4807 -2.6202 1.4696

No. 4
26
Properties=species:S:1:pos:R:3 method="wB97M-V/def2-TZVPD" total_energy_ha=-390.5365 max_force_ha_per_bohr=0.1074 orbital_gap_ev=9.85
C -3.1800 0.5767 -0.9288
C -1.7845 0.2107 -1.1856
C -0.6976 0.7124 -0.4791
C 0.5509 0.2791 -0.9621
C 0.7611 -0.7173 -1.8249
C -0.3929 -1.3599 -2.5210
C -1.6451 -0.7863 -2.2436
H -3.5796 1.6457 -0.9659
H -3.4523 0.2028 0.0594
H -3.7627 0.0643 -1.6296
H -0.9253 1.3316 0.3576
H 1.5093 0.7306 -0.6843
H 1.6896 -0.9957 -2.1900
H -0.0881 -2.0406 -3.2750
H -2.5078 -1.1935 -2.7314
C 1.4831 1.4919 2.5122
C 1.4968 -0.0131 2.4559
C 2.5822 -0.7783 3.3245
H 1.7083 2.0245 1.4741
H 0.8308 2.1549 3.0542
H 2.2711 1.9753 3.1416
H 1.8050 -0.3869 1.4675
H 0.5288 -0.3043 2.7665
H 2.6152 -1.8336 3.5026
H 2.9175 -0.2668 4.1828
H 3.3962 -0.8050 2.5852

No. 5
26
Properties=species:S:1:pos:R:3 method="wB97M-V/def2-TZVPD" total_energy_ha=-390.5899 max_force_ha_per_bohr=0.0635 orbital_gap_ev=9.82
C -3.3014 0.1419 -0.1893
C -2.1808 -0.5938 0.4480
C -1.4556 -0.0001 1.4621
C -0.3781 -0.6114 2.1175
C -0.1142 -1.9136 1.7404
C -0.7166 -2.4859 0.5799
C -1.6826 -1.8253 -0.0957
H -3.3650 1.1279 0.3306
H -4.2170 -0.4166 -0.3160
H -2.8924 0.3551 -1.2186
H -1.6815 1.0049 1.8124
H -0.0787 -0.1980 3.0771
H 0.7082 -2.5377 2.1173
H -0.2515 -3.3732 0.1996
H -2.3790 -2.2845 -0.8003
C 2.9697 0.4178 -0.3343
C 1.6949 1.2897 -0.6934
C 1.7819 1.9527 -2.0260
H 3.8192 1.1018 -0.4625
H 3.0010 -0.4493 -1.0017
H 2.9290 0.3948 0.7825
H 0.8441 0.6430 -0.5484
H 1.6236 2.0092 0.1254
H 1.8431 1.2026 -2.8080
H 0.8073 2.4486 -2.1885
H 2.6726 2.5995 -2.1104

No. 6
26
Properties=species:S:1:pos:R:3 method="wB97M-V/def2-TZVPD" total_energy_ha=-390.5892 max_force_ha_per_bohr=0.0614 orbital_gap_ev=10.02
C -1.2194 1.6585 0.8553
C 0.2370 1.3333 0.6664
C 0.9692 0.4502 1.4804
C 2.3038 0.1818 1.3006
C 2.9432 0.7088 0.1726
C 2.2216 1.3960 -0.7545
C 0.8759 1.7592 -0.4851
H -1.4702 2.6889 1.1101
H -1.7097 1.0318 1.6013
H -1.6550 1.5239 -0.1378
H 0.5062 0.0111 2.3613
H 2.9032 -0.2159 2.1092
H 4.0258 0.7227 0.0725
H 2.6547 1.9070 -1.6028
H 0.5135 2.3919 -1.2905
C -2.6418 -2.3377 0.2383
C -1.8417 -1.5175 -0.8255
C -1.8950 -2.3364 -2.1469
H -3.0184 -1.7405 1.0732
H -3.5431 -2.7625 -0.2092
H -2.1026 -3.2386 0.5398
H -0.8713 -1.6188 -0.3305
H -2.2922 -0.5342 -0.8353
H -2.6676 -3.0875 -2.0841
H -0.9283 -2.8060 -2.3625
H -1.8389 -1.6217 -2.9688

No. 7
26
Properties=species:S:1:pos:R:3 method="wB97M-V/def2-TZVPD" total_energy_ha=-390.5106 max_force_ha_per_bohr=0.1058 orbital_gap_ev=9.72
C -1.6981 1.8431 -0.9198
C -1.0310 1.4876 0.4094
C -0.3877 2.4578 1.2247
C 0.3507 2.0081 2.2787
C 0.1674 0.6791 2.7252
C -0.7112 -0.2742 2.0131
C -1.2341 0.0954 0.8120
H -2.4048 2.5523 -0.7060
H -2.3816 1.0473 -1.4224
H -0.9759 2.1636 -1.7491
H -0.4476 3.6488 1.1188
H 1.0536 2.5110 2.9503
H 0.7282 0.3144 3.5761
H -1.1894 -1.1219 2.6873
H -1.7648 -0.6576 0.0788
C 0.8187 -0.7923 -2.1343
C 0.4792 -2.0247 -1.3943
C 1.7972 -2.4019 -0.6200
H 1.8475 -0.3862 -2.1550
H 0.3441 0.0437 -1.5696
H 0.5500 -1.0110 -3.1889
H -0.3701 -1.9969 -0.7197
H 0.0554 -2.8513 -1.9169
H 2.5546 -1.6149 -0.9481
H 1.7093 -2.4583 0.4974
H 2.1406 -3.2611 -0.9276

No. 8
26
Properties=species:S:1:pos:R:3 method="wB97M-V/def2-TZVPD" total_energy_ha=-390.6096 max_force_ha_per_bohr=0.0343 orbital_gap_ev=10.11
C 2.7391 0.7729 -0.2883
C 1.3211 1.1229 -0.7312
C 0.8755 0.5194 -1.9337
C -0.4432 0.7010 -2.3213
C -1.2788 1.5461 -1.6054
C -0.8110 2.2217 -0.4991
C 0.4593 1.9196 0.0077
H 3.2749 0.2453 -1.0633
H 2.6817 0.2386 0.6606
H 3.2261 1.7275 -0.0797
H 1.4097 -0.3197 -2.3608
H -0.8280 0.1157 -3.1468
H -2.2476 1.8426 -1.9932
H -1.3800 3.0135 -0.0298
H 0.7826 2.2260 0.9955
C -0.5824 -2.3774 0.3105
C -0.4763 -1.1834 1.2487
C -1.4973 -1.2202 2.3724
H -1.3708 -3.0778 0.5901
H 0.3156 -2.9817 0.1584
H -0.8419 -2.0600 -0.7044
H 0.5017 -0.9961 1.7163
H -0.4696 -0.2810 0.6360
H -2.5137 -1.1406 1.9864
H -1.4278 -2.1431 2.9509
H -1.4189 -0.4318 3.1238

No. 9
26
Properties=species:S:1:pos:R:3 method="wB97M-V/def2-TZVPD" total_energy_ha=-390.6009 max_force_ha_per_bohr=0.0771 orbital_gap_ev=10.02
C -1.6123 2.4783 -1.3526
C -1.3521 1.0885 -0.8075
C -0.2234 0.9414 0.1480
C -0.1960 0.1913 1.2911
C 0.9936 -0.1364 1.9286
C 2.1552 0.4959 1.5282
C 2.1856 1.3269 0.3917
C 0.9934 1.4696 -0.3412
H -0.9956 2.6891 -2.2380
H -1.2657 3.2624 -0.6652
H -2.5794 2.8733 -1.6657
H -2.2841 0.8721 -0.2037
H -1.3506 0.3213 -1.5822
H -1.1549 -0.2072 1.5863
H 0.9211 -0.7284 2.8273
H 3.0554 0.3747 2.1186
H 3.1096 1.7603 0.0529
H 1.1270 1.9975 -1.2739
C -1.4265 -3.2211 -0.3249
C -0.3421 -3.4375 -1.3994
H -2.0921 -4.1060 -0.3082
H -1.0174 -3.2765 0.6886
H -2.0845 -2.4028 -0.6148
H 0.1433 -4.3652 -1.0851
H -0.7687 -3.6463 -2.3738
H 0.3517 -2.5889 -1.4077

We obtain energy relative to the best compared isomer or geometry (same formula, charge and spin) values of 42.8; 0.1; 58.9; 62.4; 28.8; 29.3; 78.6; 16.5; 21.9 kcal per mole for the records listed above, in that order.